Record 1
One molecule with the formula C5H12. Source: the Open Molecules 2025 dataset; level of theory: ωB97M-V with the def2-TZVPD basis set.

Structure (XYZ):
```
17
C5H12 ωB97M-V with the def2-TZVPD basis set
C 0.99413 -1.14498 0.40702
H -0.29659 2.06423 0.27838
C -1.39966 -0.45146 0.54144
H 1.95474 -1.07298 -0.11483
H -1.00325 0.21575 -2.03784
H 1.19935 -1.00072 1.47690
C 0.39893 1.26992 0.58006
C -0.02056 -0.06281 -0.04856
H -1.38229 -0.26041 1.62359
H -1.66785 -1.51053 0.42013
H 0.63867 -2.18017 0.30072
H -2.21530 0.14638 0.12113
H 0.68565 -0.34780 -2.14251
H 1.39649 1.55823 0.22375
H 0.31953 1.31049 -1.72243
C -0.01379 0.26954 -1.57408
H 0.41180 1.19733 1.66712
```

SMILES string ... CC(C)(C)C
Energy relative to the best compared isomer or geometry (same formula, charge and spin) ... 37.0 kJ/mol
E_LUMO ... 0.03525 hartree

---

Record 2
A 7-piece molecular cluster, C4H23NO7 overall in a non-equilibrium geometry. Source: the Open Molecules 2025 dataset; level of theory: ωB97M-V with the def2-TZVPD basis set.

Structure (XYZ):
```
35
C4H23NO7 ωB97M-V with the def2-TZVPD basis set
H 3.29341 1.11121 1.47581
H 3.61006 -0.34839 -0.30671
C 1.47668 2.40370 1.37770
H -1.05420 -0.10600 2.20781
H 1.00047 0.39410 -0.39143
H 0.89123 1.81515 -2.51751
H -1.97054 -2.63484 0.54335
H -2.40989 1.57342 -1.30948
O -1.51779 -2.04976 -0.08860
H 1.44456 -1.33073 -1.99452
N 1.68204 0.23719 0.37632
C 2.03338 -1.71004 -1.14730
H 0.69912 2.68446 0.69056
H 2.95987 -1.52071 0.83782
H 3.06113 1.78347 -0.10808
H 0.42297 -0.67941 1.84947
C 2.62851 -0.88686 -0.01473
H -0.95439 -1.50390 0.51279
H -0.59092 1.59357 -2.17382
H 2.07970 3.26821 1.67450
O -0.49439 -0.89903 2.05675
O -2.38124 0.92786 2.04534
C 2.48933 1.41959 0.77332
H -3.95106 -0.72095 -0.54983
H -2.49142 -0.70073 -0.44404
H 1.12650 1.97172 2.32722
H -2.69947 1.68525 2.53693
H 2.95358 -2.20979 -1.55617
O -3.24257 -0.06117 -0.52055
O 0.29770 1.14266 -2.09614
O -2.20356 1.92822 -2.16994
H 0.44491 -2.49186 -0.54147
H -2.50362 1.24224 -2.77504
O 1.34434 -2.83734 -0.50815
H -2.95172 0.72567 1.27061
```

SMILES string ... CCNCCO.O.O.O.O.O.O
Energy relative to the best compared isomer or geometry (same formula, charge and spin) ... 113.9 kJ/mol
E_LUMO ... 0.01028 hartree

---

Record 3
C13H29AuN5O7 as an isolated structure in a non-equilibrium geometry. Source: the Open Molecules 2025 dataset; level of theory: ωB97M-V with the def2-TZVPD basis set.

Structure (XYZ):
```
55
C13H29AuN5O7 ωB97M-V with the def2-TZVPD basis set
H -2.27058 -0.44108 -1.00947
H -0.77607 -4.58432 0.60560
C 0.55822 4.21995 0.66318
H 1.76528 -4.22824 -1.83220
H -0.32511 4.86467 0.67889
N -0.71943 -1.88583 0.35736
H -0.82578 0.79953 5.10976
H 1.93358 0.04846 -4.55166
O 0.21122 -2.20416 -4.51679
H 2.61994 -2.03074 2.42859
O 2.76723 -0.66351 -0.78044
C 2.76471 -1.07915 2.95858
C -0.00889 -2.85102 -0.29913
H -1.41945 -0.10926 -2.67868
H 3.12643 -3.29107 -1.15605
C -0.64591 -4.17697 -0.39952
C -0.52734 0.62096 4.07365
C 1.21858 -2.43611 -0.89574
H -1.31802 0.02063 3.60091
H -2.45303 2.64416 2.92045
H -0.01225 -4.82866 -0.99330
O 1.82920 2.31898 -0.91680
O -2.45107 0.49493 1.77749
H -0.59054 -1.86876 -4.06499
H -0.50723 1.59736 3.57021
H -2.42675 -0.49705 1.54837
O 2.20357 0.88824 -4.12094
C 1.30728 -0.38132 5.40635
H 1.42692 -1.46947 5.45009
O 0.89472 -0.15899 1.95701
Au -0.02532 -0.01002 -0.22786
C 1.44192 -0.40792 3.04063
C -1.57364 0.16660 -1.61423
C -1.86050 3.21989 2.20481
H -2.53146 3.81234 1.57276
H 1.45917 1.09889 -3.52884
H 2.02293 1.61062 -1.58226
H 0.59997 -0.02975 6.14291
H -1.62558 -4.07648 -0.88178
H 1.10166 4.36406 1.60448
H -1.17820 3.89826 2.72678
N -1.38200 1.05395 1.11266
H -1.53630 1.24395 -1.34121
C 0.09055 2.81266 0.56515
H 1.20176 4.48334 -0.17867
N 0.77381 -0.02547 4.13578
N 1.58667 -1.12701 -0.70371
H 3.42737 -0.47277 2.32476
H 3.16687 -1.21810 3.95744
C -1.07306 2.32937 1.30657
H 2.27984 0.10513 5.52005
C 2.17143 -3.23315 -1.68765
N 0.73450 1.90920 -0.16642
H 2.31018 -2.75498 -2.66353
O -1.74792 -2.10317 1.10663
```

Energy relative to the best compared isomer or geometry (same formula, charge and spin) ... 274.8 kJ/mol
E_LUMO (alpha / beta) ... -0.20518 / -0.22413 hartree
Spin multiplicity ... 3
Total charge ... +1

---

Record 4
A 2-piece molecular cluster, C16H17N overall in a non-equilibrium geometry. Source: the Open Molecules 2025 dataset; level of theory: ωB97M-V with the def2-TZVPD basis set.

Structure (XYZ):
```
34
C16H17N ωB97M-V with the def2-TZVPD basis set
H -0.50083 -3.47034 0.85268
C -2.02540 -1.99826 0.57200
H 2.06407 -1.31654 3.32702
C -2.35616 0.47400 -1.94020
H 3.56926 -1.54263 2.44033
C -1.72602 -0.61767 -1.34942
H 4.31105 1.36523 2.04184
C 3.35145 1.26592 1.55162
C -1.79123 1.38560 -2.97485
C 2.48484 0.25948 1.96395
C 0.87615 1.10299 0.38419
H 0.06671 -0.94744 -2.52248
H -4.34143 -0.19809 0.49450
C -0.52280 -1.27514 -1.68486
H -4.21427 1.56426 -1.22692
C 3.00309 2.16433 0.55915
H 1.39965 2.89733 -0.67358
H -0.75301 1.14093 -3.18861
H -2.54621 -2.19327 1.51757
C -0.83839 -2.65316 0.23508
H -0.15493 1.15750 0.05058
H 0.63383 -0.70168 1.53926
C -0.10228 -2.29822 -0.86746
H -2.30021 1.19056 -3.92098
C 1.24585 0.15705 1.33226
H 3.44539 -0.35654 3.78481
H -1.94093 2.44111 -2.75842
C -3.48756 0.75471 -1.11763
N -3.54421 -0.09873 -0.12301
C 1.73162 2.10443 -0.00641
C 2.94695 -0.79543 2.93399
C -2.49628 -1.01122 -0.25262
H 0.79068 -2.83283 -1.16325
H 3.72155 2.88175 0.18985
```

Energy relative to the best compared isomer or geometry (same formula, charge and spin) ... 10.5 kJ/mol
E_LUMO (alpha / beta) ... -0.13380 / -0.24962 hartree
Spin multiplicity ... 2
Total charge ... +1

---

Record 5
C9H16OPPt as an isolated structure in a non-equilibrium geometry. Source: the Open Molecules 2025 dataset; level of theory: ωB97M-V with the def2-TZVPD basis set.

Structure (XYZ):
```
28
C9H16OPPt ωB97M-V with the def2-TZVPD basis set
C 2.43219 0.36166 1.75065
H -0.55201 -3.19776 0.46876
C 3.17945 -0.34097 2.87000
C 0.31142 0.82049 -2.33896
H -1.92632 1.24476 -2.37523
P -1.42312 -2.13645 0.05683
C 1.17070 -1.48097 2.42672
H -2.08143 -2.70070 -1.08320
H 2.08318 1.35236 2.08629
H 1.54633 -0.43733 4.28047
H 3.02647 0.51157 0.84023
C -0.71972 2.04813 -0.61740
C 2.07331 -1.10494 3.58876
H 0.46301 0.28796 -3.27320
H -2.47825 -2.13462 1.03049
H -1.45337 2.61426 -0.05021
H 2.42302 -1.97523 4.14353
H 1.54083 -2.40701 1.96186
C 1.32885 1.28226 -1.43923
Pt -0.46774 -0.24425 -0.36852
C 0.70016 2.00117 -0.37008
H 1.21362 2.58025 0.39893
H 3.72932 0.34994 3.50236
C -0.96982 1.33113 -1.86836
H 3.88565 -1.06397 2.44102
O 1.27075 -0.43777 1.42823
H 0.12051 -1.64320 2.69234
H 2.40128 1.22495 -1.61355
```

E_LUMO (alpha / beta) ... 0.10340 / 0.09683 hartree
Spin multiplicity ... 3
Total charge ... -1

---

Record 6
One molecule with the formula C17H17FN2O4 in a non-equilibrium geometry. Source: the Open Molecules 2025 dataset; level of theory: ωB97M-V with the def2-TZVPD basis set.

Structure (XYZ):
```
41
C17H17FN2O4 ωB97M-V with the def2-TZVPD basis set
H -2.21419 -1.73876 -3.01972
H 1.57864 2.89488 1.39841
H -4.44858 1.36652 1.89393
C -3.33806 -1.74933 1.11466
C 1.61909 2.71366 0.30764
C -2.86336 -0.20165 -0.45606
F -3.44493 -3.08665 1.61809
C 1.45285 1.30885 -0.21740
C 1.54819 -1.08454 -0.42775
O -2.28908 0.17463 -1.75933
H -2.31863 -2.16973 -0.57061
H -0.36860 1.48326 -1.32404
H 2.77875 0.43275 2.26140
N 1.96587 0.14789 0.30630
O -2.60630 2.58498 -1.23812
C -3.48633 0.74214 0.23553
C -4.02760 -0.95437 1.85855
H 0.70978 3.38278 -0.04941
H 4.95142 -0.98520 1.61016
C -3.98556 0.66686 1.31090
H 2.41734 -2.46267 1.14446
N -3.35819 2.10572 -0.24597
H 1.14791 -3.01208 0.05225
C 4.24956 1.17490 0.75308
H 2.79561 -2.60931 -0.51858
C 0.52084 -0.59468 -1.14628
C -0.23580 -1.38827 -1.92143
C 0.50299 0.94946 -1.09228
H 2.54805 3.03885 -0.08219
O -4.18663 2.88615 0.11177
H 4.69752 1.93751 1.64880
H 4.40541 -0.76742 -0.13759
H -4.52493 -1.12360 2.78311
C 2.01135 -2.27664 -0.06147
H 4.37679 1.56543 -0.13501
C 4.38294 -0.32033 0.77901
C 3.00254 0.20106 1.35602
C -1.62999 -0.92076 -2.65011
C -2.81882 -1.37254 -0.33570
O -0.14141 -2.64118 -1.84677
H -1.37643 -0.29855 -3.30824
```

SMILES string ... Cc1cc(C(=O)COc2cc(F)ccc2[N+](=O)[O-])c(C)n1C1CC1
E_LUMO ... -0.02286 hartree

---

Record 7
A 2-piece molecular cluster, C4H12N2 overall in a non-equilibrium geometry. Source: the Open Molecules 2025 dataset; level of theory: ωB97M-V with the def2-TZVPD basis set.

Structure (XYZ):
```
18
C4H12N2 ωB97M-V with the def2-TZVPD basis set
C 1.94866 0.91941 0.03745
H -1.42458 0.24811 -0.08517
H -1.12567 1.37086 1.15643
H -0.27057 -0.90200 1.48153
H -1.30029 -2.17463 1.05240
H -3.08936 -0.92080 1.47475
C 2.07369 0.62913 -1.31852
C -2.15593 -0.41117 1.70421
H -2.43146 0.11751 2.63256
H 0.98841 0.88187 0.56158
N -1.11223 -1.38658 1.73940
H 0.15285 -0.34250 -1.90115
H 2.58105 1.65865 0.48072
C 1.23078 -0.24838 -2.23419
N -1.85675 0.68969 0.72348
H 1.82612 -1.24883 -2.30617
H 1.07373 0.03333 -3.28988
H 2.89157 1.08634 -1.90942
```

SMILES string ... C=CC.NCN
Energy relative to the best compared isomer or geometry (same formula, charge and spin) ... 216.9 kJ/mol
E_LUMO ... 0.03440 hartree

---

Record 8
C21H27N5O11P2Re as an isolated structure in a non-equilibrium geometry. Source: the Open Molecules 2025 dataset; level of theory: ωB97M-V with the def2-TZVPD basis set.

Structure (XYZ):
```
67
C21H27N5O11P2Re ωB97M-V with the def2-TZVPD basis set
H -2.14825 -1.17473 -4.44050
H -2.32927 4.20388 -0.87782
H -1.51885 0.47527 -4.43529
H -2.57306 -6.22703 -1.39224
H -2.02704 -6.40835 2.84493
H -0.48328 -4.46375 2.72629
H -0.84408 5.05083 2.37330
C -0.93969 -4.86653 1.83339
C 3.22726 -0.01499 1.71365
O 0.62713 1.89339 -0.56398
O -0.99128 1.20051 1.71764
N -0.26208 -0.10139 -2.28681
O -2.89243 2.10133 0.23631
C -0.19429 4.68561 1.57555
H -1.62519 -0.42444 1.55047
C 2.26387 -1.00721 2.09834
H 6.07743 2.35842 0.64475
C 3.33410 0.37691 0.34687
C -0.66583 -4.26658 0.60623
C 5.17532 1.27878 2.27750
H 5.88978 1.63651 3.00634
H -2.99484 4.40067 0.71754
C -2.38831 -6.43893 0.73291
H 0.29706 5.52928 1.08157
O -1.20353 3.32018 -1.99379
H 2.03512 3.01603 0.07749
H -3.79013 -1.94651 -2.21158
H 3.90846 0.36355 -2.65342
O -2.59762 3.06631 2.54999
C 4.40507 1.24678 -0.01891
H -3.80186 -1.87324 -0.43484
C -1.25037 -4.76232 -0.55708
O 4.61646 1.75844 -1.25891
O -2.06749 -1.05822 0.93080
C -2.11029 -5.84666 -0.49058
H 4.06024 0.11062 3.68177
H 4.26896 2.01131 -3.21588
H 0.57537 4.06843 2.03609
P -0.02905 3.50717 -1.06915
C 0.14785 -3.03943 0.53767
P -1.82428 2.42612 1.45605
H -4.30834 -0.46929 -1.39312
H -3.06106 -7.28563 0.78023
H -3.63497 1.61245 0.62276
H 2.78904 1.68697 -2.29867
C -3.61323 -1.31085 -1.34581
C -1.80068 -5.94855 1.89164
N 0.66778 -2.55659 1.62856
H -1.03023 -4.28428 -1.50226
N -1.49408 -0.70185 -0.26757
Re 0.51351 -0.38081 -0.45578
H 2.43599 -1.56105 3.02007
C 3.83810 1.42214 -2.40908
C -2.21082 -0.81508 -1.35333
N -2.20521 4.61640 0.10119
C 5.28877 1.68322 0.95039
O 0.55544 0.32090 -3.14102
O 0.30129 -2.46643 -0.63088
C -2.13341 -0.23415 -3.88435
C -1.52657 -0.40968 -2.53234
H -3.14850 0.15222 -3.80700
C -0.98910 3.85392 0.58494
C 4.15921 0.43575 2.65325
H -2.05406 5.62048 0.05745
O 1.53223 2.28248 0.48739
O 2.48688 -0.04782 -0.56509
N 1.28492 -1.38090 1.35580
```

Energy relative to the best compared isomer or geometry (same formula, charge and spin) ... 809.5 kJ/mol
E_LUMO (alpha / beta) ... -0.08065 / -0.06651 hartree
Spin multiplicity ... 2

---

Please write out number 8 again, unchanged.
C21H27N5O11P2Re as an isolated structure in a non-equilibrium geometry. Source: the Open Molecules 2025 dataset; level of theory: ωB97M-V with the def2-TZVPD basis set.

Structure (XYZ):
```
67
C21H27N5O11P2Re ωB97M-V with the def2-TZVPD basis set
H -2.14825 -1.17473 -4.44050
H -2.32927 4.20388 -0.87782
H -1.51885 0.47527 -4.43529
H -2.57306 -6.22703 -1.39224
H -2.02704 -6.40835 2.84493
H -0.48328 -4.46375 2.72629
H -0.84408 5.05083 2.37330
C -0.93969 -4.86653 1.83339
C 3.22726 -0.01499 1.71365
O 0.62713 1.89339 -0.56398
O -0.99128 1.20051 1.71764
N -0.26208 -0.10139 -2.28681
O -2.89243 2.10133 0.23631
C -0.19429 4.68561 1.57555
H -1.62519 -0.42444 1.55047
C 2.26387 -1.00721 2.09834
H 6.07743 2.35842 0.64475
C 3.33410 0.37691 0.34687
C -0.66583 -4.26658 0.60623
C 5.17532 1.27878 2.27750
H 5.88978 1.63651 3.00634
H -2.99484 4.40067 0.71754
C -2.38831 -6.43893 0.73291
H 0.29706 5.52928 1.08157
O -1.20353 3.32018 -1.99379
H 2.03512 3.01603 0.07749
H -3.79013 -1.94651 -2.21158
H 3.90846 0.36355 -2.65342
O -2.59762 3.06631 2.54999
C 4.40507 1.24678 -0.01891
H -3.80186 -1.87324 -0.43484
C -1.25037 -4.76232 -0.55708
O 4.61646 1.75844 -1.25891
O -2.06749 -1.05822 0.93080
C -2.11029 -5.84666 -0.49058
H 4.06024 0.11062 3.68177
H 4.26896 2.01131 -3.21588
H 0.57537 4.06843 2.03609
P -0.02905 3.50717 -1.06915
C 0.14785 -3.03943 0.53767
P -1.82428 2.42612 1.45605
H -4.30834 -0.46929 -1.39312
H -3.06106 -7.28563 0.78023
H -3.63497 1.61245 0.62276
H 2.78904 1.68697 -2.29867
C -3.61323 -1.31085 -1.34581
C -1.80068 -5.94855 1.89164
N 0.66778 -2.55659 1.62856
H -1.03023 -4.28428 -1.50226
N -1.49408 -0.70185 -0.26757
Re 0.51351 -0.38081 -0.45578
H 2.43599 -1.56105 3.02007
C 3.83810 1.42214 -2.40908
C -2.21082 -0.81508 -1.35333
N -2.20521 4.61640 0.10119
C 5.28877 1.68322 0.95039
O 0.55544 0.32090 -3.14102
O 0.30129 -2.46643 -0.63088
C -2.13341 -0.23415 -3.88435
C -1.52657 -0.40968 -2.53234
H -3.14850 0.15222 -3.80700
C -0.98910 3.85392 0.58494
C 4.15921 0.43575 2.65325
H -2.05406 5.62048 0.05745
O 1.53223 2.28248 0.48739
O 2.48688 -0.04782 -0.56509
N 1.28492 -1.38090 1.35580
```

Energy relative to the best compared isomer or geometry (same formula, charge and spin) ... 809.5 kJ/mol
E_LUMO (alpha / beta) ... -0.08065 / -0.06651 hartree
Spin multiplicity ... 2